# 1
Below is 6 unconnected molecules or ions with the total composition C38H69BF17N7O11P, with properties calculated with ωB97M-V/def2-TZVPD.

The geometry in XYZ format:
```
144
Properties=species:S:1:pos:R:3:forces:R:3
C -2.428085 -3.029755 1.739944 1.365 0.638 -0.323
C -2.601564 -1.365281 1.690814 -0.813 -1.774 -0.067
C -2.895635 -0.996704 0.133478 1.216 -0.533 -0.569
C -2.737915 0.581669 -0.286049 -1.132 0.461 0.633
C -2.010599 1.546048 0.818234 -0.704 0.319 0.567
C -2.195414 0.852771 -1.796363 -1.946 -1.050 0.592
C -3.169039 0.053013 -2.835569 -0.887 1.449 3.011
N -2.313163 0.117319 -4.105003 -2.577 -2.738 0.465
C -2.329675 1.357429 -4.958656 -0.306 3.109 -2.701
O -3.421544 2.326123 -4.607877 5.318 -2.268 4.601
O -4.220997 2.486600 -5.623577 -5.308 0.590 -3.526
B -3.181457 -0.776056 -5.028813 -1.934 -3.367 -3.848
O -4.680668 -0.850105 -4.890698 3.472 2.736 -1.268
O -2.636769 -1.555280 -6.171226 -1.399 3.104 2.442
C -3.537862 -1.539024 -7.332661 -0.795 -1.064 -1.623
C -0.963527 -0.457993 -3.605361 1.675 -0.183 -1.444
C -0.982835 -2.089928 -3.459836 -0.198 -1.773 -0.391
C 0.267884 -2.785874 -2.667733 0.045 0.190 1.748
C 0.396433 -4.413218 -2.835316 -2.083 -0.408 -0.721
F -0.510791 -5.027058 -1.840716 2.906 1.419 -2.834
F -0.089069 -4.920368 -4.175102 1.417 1.720 3.919
C 1.967877 -4.976406 -2.753517 -1.755 -1.281 -3.542
F 1.833401 -6.403305 -3.237693 1.108 4.566 2.230
F 2.653645 -4.263984 -3.878239 -1.580 -1.991 3.864
C 2.673471 -4.827423 -1.297415 -1.219 -0.994 3.364
F 1.900926 -5.751651 -0.375678 2.366 2.985 -3.275
F 2.552544 -3.496008 -0.648705 0.380 -3.753 -2.560
C 4.209626 -5.317377 -1.143678 0.157 -4.320 1.886
F 4.423759 -5.588663 0.329406 -0.449 1.558 -4.803
F 4.314001 -6.705551 -1.741048 -0.440 4.765 1.683
C 5.406362 -4.467386 -1.775108 3.297 -3.055 -2.585
F 5.446445 -4.823599 -3.249587 -0.552 1.515 4.732
F 6.698223 -5.087184 -1.284020 -4.325 2.433 -1.128
C 5.480692 -2.881151 -1.694332 1.147 2.310 -4.688
F 4.396390 -2.308504 -2.583066 3.010 -2.098 2.894
F 6.738638 -2.497483 -2.453449 -4.005 -1.545 2.665
C 5.482319 -2.044947 -0.350862 -0.035 4.669 0.546
F 6.640919 -1.070581 -0.397198 -3.747 -3.515 0.089
F 4.272664 -1.135581 -0.359564 3.721 -3.119 0.226
C 5.541771 -2.720033 1.110754 0.672 0.677 5.558
F 4.195479 -3.036616 1.724635 5.027 0.665 -2.848
F 6.532791 -3.806509 1.315395 -4.061 3.643 -1.317
F 6.048974 -1.615997 2.022083 -1.740 -3.655 -3.132
O -0.197346 -0.306357 -4.843260 0.657 0.905 2.474
C 1.220300 -0.105890 -4.697852 2.901 -0.032 -1.919
C 1.972497 -1.122392 -5.793352 -0.074 -0.554 1.086
C -0.675965 0.509308 -2.294463 -0.479 1.788 -0.574
N -0.208609 1.947926 -2.649845 0.724 -1.059 0.153
P 0.673617 0.146320 -1.006465 -0.980 -2.870 5.383
O 0.258656 -0.725659 0.238322 0.845 1.810 -3.570
H -3.113197 -3.572898 0.952229 1.194 1.018 1.795
H -2.523083 -3.461405 2.828420 -0.108 0.855 -2.233
H -1.292114 -3.211957 1.421833 -2.458 0.177 0.547
H -3.555465 -1.110206 2.329045 2.136 -0.133 -1.113
H -1.606024 -0.952073 2.143767 -2.218 -0.425 -1.069
H -3.951134 -1.434063 -0.174338 2.001 1.068 0.715
H -2.108257 -1.607929 -0.523591 -1.463 1.161 1.396
H -3.869739 0.976810 -0.304426 2.454 -0.614 -0.218
H -1.170626 1.061593 1.459282 -1.442 0.654 -1.524
H -2.851457 1.902191 1.584197 1.980 -0.701 -1.761
H -1.586322 2.503327 0.291564 -0.783 -1.646 0.962
H -2.450863 1.985780 -2.030661 1.036 -2.250 0.418
H -3.525862 -1.053552 -2.570325 1.503 2.293 -0.678
H -4.185596 0.627111 -2.798333 2.125 -0.895 -0.908
H -1.356807 1.992444 -4.994321 -1.578 -1.698 0.702
H -2.564634 1.061577 -6.091996 0.540 0.414 2.393
H -5.133637 2.635288 -5.193564 1.841 -0.325 -0.911
H -4.979986 -0.049346 -5.450928 0.146 -1.730 1.234
H -2.934706 -1.687418 -8.352428 -0.949 0.358 2.591
H -4.260665 -2.465866 -7.239862 1.236 2.143 -0.212
H -4.119124 -0.527254 -7.443597 1.007 -1.973 0.313
H -0.847128 -2.518816 -4.568263 -0.916 1.240 2.397
H -1.963308 -2.523141 -2.936763 2.070 1.029 -1.237
H 0.045294 -2.625259 -1.505293 0.736 -0.481 -2.314
H 1.320039 -2.319740 -2.870837 -2.065 -0.877 0.020
H 1.537533 0.984457 -5.030635 -0.964 -1.995 0.886
H 1.712634 -0.334436 -3.672076 -1.416 0.466 -1.537
H 1.155789 -1.512241 -6.533847 1.727 0.966 1.169
H 2.385869 -2.078353 -5.211839 -0.898 2.056 -1.292
H 2.893787 -0.599276 -6.302731 -2.065 -1.030 0.880
H 0.824045 1.944972 -2.852086 -1.225 0.211 0.246
H -0.336356 2.460860 -1.737126 0.353 -0.301 -1.379
H 1.138071 1.420128 -0.432583 -0.590 -0.750 -1.245
H 1.884702 -0.473216 -1.523781 -0.837 0.789 -0.556
C 2.487806 4.692605 -0.380052 0.773 -0.569 0.084
O 1.396820 4.137297 -0.371340 0.542 -0.212 -0.130
N 3.708779 4.056664 -0.307566 -1.391 0.825 -0.127
C 4.958523 4.787372 -0.323706 0.058 -0.136 0.023
C 3.744899 2.612024 -0.212389 -0.258 0.071 0.088
H 2.575115 5.789358 -0.449443 0.087 -0.098 0.024
H 5.549131 4.458541 -1.183561 0.116 0.161 0.119
H 5.504003 4.574988 0.600201 0.115 0.147 -0.139
H 4.784408 5.864230 -0.398438 -0.049 -0.215 0.015
H 3.247785 2.185035 -1.088642 0.109 -0.147 0.061
H 3.202942 2.300874 0.685805 0.087 -0.177 -0.098
H 4.776652 2.254051 -0.162874 -0.194 0.145 -0.022
C -3.507966 4.053957 3.489876 -0.058 -0.331 1.207
O -4.030494 3.328194 2.653857 -0.003 0.233 0.524
N -3.499194 3.828923 4.849926 0.141 0.573 -1.702
C -2.857322 4.738342 5.775675 -0.113 -0.131 -0.022
C -4.151906 2.645968 5.371397 -0.166 -0.244 -0.398
H -2.984205 4.980175 3.201605 0.006 -0.005 0.127
H -2.077535 4.197285 6.319266 -0.001 0.205 0.076
H -3.605724 5.111636 6.480517 0.199 0.086 0.052
H -2.406904 5.583993 5.248873 -0.097 -0.168 0.026
H -3.688549 1.759242 4.928364 -0.261 0.243 0.106
H -5.208746 2.668830 5.088819 0.042 -0.120 0.153
H -4.062302 2.603809 6.460114 0.010 0.161 -0.176
C -7.764172 5.139059 2.280701 -0.247 0.537 -0.350
O -8.828745 5.430423 2.810310 0.813 -0.013 -0.611
N -7.206388 5.786118 1.198739 -0.318 -0.726 0.960
C -5.939247 5.379134 0.628850 -0.204 0.038 0.092
C -7.908275 6.908862 0.612095 -0.278 -0.020 0.241
H -7.148764 4.301262 2.647682 0.108 0.037 -0.115
H -5.239196 6.217360 0.688882 0.138 -0.142 -0.125
H -6.094794 5.103941 -0.418208 0.207 0.005 -0.030
H -5.521894 4.523586 1.166788 -0.081 0.153 -0.022
H -8.042398 7.682396 1.374274 -0.107 0.030 -0.216
H -8.893493 6.574796 0.272931 0.046 0.233 -0.007
H -7.346524 7.316793 -0.232380 -0.027 -0.151 0.183
C 11.421265 -2.770951 3.612269 -0.147 0.680 0.262
O 12.317737 -2.141702 4.159148 -0.993 -0.333 -0.453
N 10.131135 -2.323397 3.423294 1.083 -0.657 0.022
C 9.125781 -3.130867 2.765031 0.129 0.253 0.156
C 9.767770 -1.004044 3.897236 0.316 0.064 0.131
H 11.589541 -3.785257 3.214562 -0.126 0.012 -0.031
H 8.767802 -2.597301 1.879899 -0.104 -0.174 0.011
H 8.294875 -3.294234 3.457247 -0.083 -0.104 -0.200
H 9.534697 -4.098044 2.460267 0.010 0.175 0.081
H 10.406066 -0.261897 3.408300 -0.138 0.067 0.166
H 9.935563 -0.955197 4.977396 -0.061 0.192 -0.119
H 8.718507 -0.790189 3.677180 0.177 -0.146 -0.006
C -2.903895 -0.245711 5.996357 -0.378 -1.066 0.163
O -2.847079 -0.126022 4.779336 -0.088 -0.479 0.688
N -3.497325 -1.292164 6.669577 0.764 1.350 -0.589
C -3.522575 -1.360611 8.115514 -0.067 -0.116 -0.108
C -4.115493 -2.357939 5.908434 0.051 0.094 -0.330
H -2.465138 0.508431 6.670202 -0.064 -0.102 0.099
H -3.012329 -2.273749 8.435091 -0.078 0.115 0.188
H -4.563625 -1.384559 8.450026 0.138 -0.015 0.184
H -3.022492 -0.495675 8.559728 -0.067 -0.121 -0.148
H -3.360901 -2.819142 5.264118 -0.207 -0.066 -0.007
H -4.904109 -1.934618 5.279015 0.047 -0.217 -0.012
H -4.541352 -3.112020 6.575605 0.123 0.217 -0.058
```
Forces are in eV/Å.

Calculated values
LUMO = -3.6 eV
HOMO energy = -10.40 eV
Kohn-Sham gap = 6.780 eV
total charge = +1

# 2
Below is 2 unconnected molecules or ions with the total composition C3H7BrNO, with properties calculated with ωB97M-V/def2-TZVPD.

The geometry in XYZ format:
```
13
Properties=species:S:1:pos:R:3:forces:R:3
C -0.679133 -0.319098 -0.693588 -0.601 -1.653 -1.901
C -1.308109 -0.850270 0.587912 -0.422 -1.409 3.138
C -0.231621 1.064639 0.990800 0.608 1.850 1.900
N -0.009930 0.860552 -0.245049 2.565 1.906 -1.085
O -0.874428 0.186977 1.592508 -2.100 -1.813 0.591
Br 3.093962 0.166229 -1.159752 -1.219 1.211 0.125
H -0.007922 -1.075287 -1.210347 -0.719 1.117 0.650
H -1.443525 0.072015 -1.379414 0.099 -0.782 -0.103
H -2.438229 -0.892097 0.727481 1.535 0.145 -0.814
H -0.882612 -1.776076 1.136747 -0.589 1.122 -1.785
H -0.018716 1.884757 1.678528 0.782 0.332 -0.909
H 4.094982 -0.746950 -1.266690 1.342 -1.262 -0.150
H 0.705276 1.424611 -0.759140 -1.281 -0.765 0.343
```
Forces are in eV/Å.

Calculated values
LUMO = -3.7 eV
HOMO energy = -14.73 eV
Kohn-Sham gap = 11.042 eV
energy relative to the best compared isomer or geometry (same formula, charge and spin) = 15.7 kcal/mol
total charge = +1

# 3
Below is a molecular structure, C5H7IN2PtSbSe4, with properties calculated with ωB97M-V/def2-TZVPD.

The geometry in XYZ format:
```
21
Properties=species:S:1:pos:R:3:forces:R:3
Pt 1.388574 -0.130511 0.202948 -0.596 0.298 -0.457
Se 4.867087 3.355003 2.008645 -0.167 -0.085 -0.797
Sb 3.491972 2.133487 0.364784 -0.010 -0.741 1.170
Se 3.825845 -0.428130 0.591737 -0.295 1.444 -0.222
Se 1.018262 2.295166 0.933084 1.941 -0.957 -0.277
Se 4.116457 2.888316 -1.895829 0.058 0.153 0.238
I -0.265580 -1.779498 2.519708 -0.614 0.224 0.038
C -1.316297 -0.826040 0.807322 -0.854 -1.627 -0.646
C -2.677212 -1.040144 0.598649 0.036 0.667 0.447
C -3.336849 -0.132975 -0.244000 -0.469 -0.290 0.322
C -2.627129 0.955918 -0.817668 0.928 -0.836 0.367
C -1.265738 0.979306 -0.707969 -0.415 0.285 0.500
N -0.617015 0.024160 0.033000 0.479 0.191 -0.060
H -3.200871 -1.846322 1.134105 0.211 0.574 -0.151
H -4.416521 -0.145058 -0.377817 0.187 -0.420 -0.052
H -3.159258 1.716851 -1.326834 -0.268 0.632 -0.499
H -0.602167 1.762991 -1.061428 -0.425 -0.100 -0.278
N 1.244442 -2.152001 -0.617118 -1.132 -0.769 0.932
H 0.808233 -2.747315 0.134016 0.685 0.800 -0.633
H 2.112734 -2.589081 -0.872608 0.571 -0.003 -0.004
H 0.611024 -2.294128 -1.406736 0.150 0.558 0.063
```
Forces are in eV/Å.

Calculated values
LUMO (alpha / beta) = 2.0 / 0.1 eV
HOMO energy (alpha / beta) = -2.23 / -4.68 eV
Kohn-Sham gap (alpha / beta) = 4.192 / 4.810 eV
spin multiplicity = 3
energy relative to the best compared isomer or geometry (same formula, charge and spin) = 0.0 kcal/mol
total charge = -1

# 4
Below is 15 unconnected molecules or ions with the total composition C5H40NO15, with properties calculated with ωB97M-V/def2-TZVPD.

The geometry in XYZ format:
```
61
Properties=species:S:1:pos:R:3:forces:R:3
C 1.540673 0.384221 2.264364 0.787 1.321 -1.215
C 0.801984 -0.627675 3.105971 1.134 -0.472 -0.766
C 0.517313 1.203671 1.436236 0.680 0.303 -1.857
N 0.233602 0.572075 0.096749 -0.351 0.664 2.385
C -0.887694 1.233840 -0.547326 -0.208 1.281 -2.394
C -2.312043 0.590353 -0.601315 2.549 -2.270 1.312
O -2.957561 0.778646 0.629980 -1.240 0.142 1.165
H 2.373916 -0.064869 1.627348 -1.319 0.247 0.550
H 2.104247 1.167859 2.816675 -0.406 -0.723 0.409
H 0.174013 -0.132397 3.806233 -0.582 0.252 0.368
H 1.469671 -1.251007 3.624644 1.376 -0.425 1.336
H 0.355079 -1.425108 2.526569 -1.033 0.490 -0.512
H -0.410121 1.342144 2.015185 0.458 0.150 -0.080
H 0.903579 2.211132 1.049430 -0.366 -1.023 1.323
H 0.022947 -0.398684 0.223332 -0.332 -0.595 0.489
H -1.058085 2.311792 -0.206222 0.558 -1.463 -0.043
H -0.485837 1.347561 -1.601481 -1.120 0.029 0.664
H -2.277024 -0.543622 -0.615391 0.325 1.313 -1.106
H -2.777302 1.006305 -1.468177 -0.893 0.226 -0.397
H 2.144542 2.697363 -1.620055 -0.394 0.171 -0.461
H 2.589607 3.165337 -0.325117 0.181 0.833 -0.165
O 2.129785 3.522558 -1.116091 0.402 -0.735 0.512
H 0.678692 4.520945 -0.640458 -0.879 -0.689 0.176
H -0.992953 4.626812 -0.468669 0.046 -0.758 0.946
O -0.190310 4.884121 -0.890986 0.536 1.500 -1.300
H -3.230926 2.959132 2.756799 -0.702 -0.271 -0.330
H -2.496091 1.712199 1.961334 -0.792 1.158 0.136
O -2.415595 2.531756 2.528038 1.383 -0.568 0.306
H -0.379205 -1.184062 -1.398400 -1.078 0.020 -1.092
H 0.437333 -1.236553 -2.833219 -1.481 -0.173 0.288
O 0.436217 -1.209504 -1.874998 3.295 -0.348 0.817
H -1.287398 -2.583526 -0.177717 -1.357 -0.462 0.334
H -1.760122 -2.232010 1.361132 0.064 -0.158 -0.903
O -1.031855 -2.471587 0.758342 1.296 0.482 0.886
H -2.942721 -3.752603 -1.509580 -0.085 -0.552 -0.135
H -4.687694 -1.674774 0.061891 -0.030 -0.004 0.192
O -2.517690 -2.923183 -1.329552 -0.347 0.849 0.451
H 3.853417 -3.357294 -0.463075 -0.077 -0.673 -0.341
H 2.612590 -2.589840 0.085706 2.126 -0.620 -0.334
O 3.632239 -2.557275 -0.007622 -1.590 1.418 0.635
H -1.426989 -0.558796 4.164256 -0.372 -0.035 -0.231
H -2.786210 0.122953 3.830344 1.142 -1.479 -0.435
O -2.227980 -0.692502 3.638437 -1.160 1.453 0.593
H 2.449746 0.088681 -2.925282 -0.336 0.271 0.525
H 2.225382 0.668377 -4.350470 -0.762 0.378 -0.273
O 2.846156 0.239131 -3.783626 1.076 -0.532 -0.247
H 3.273882 -0.434325 -0.977156 0.370 -0.465 0.153
H 1.917127 0.129602 -0.532703 -0.710 0.313 -0.281
O 2.783903 0.386250 -0.899025 0.180 -0.064 -0.292
H 0.966656 -3.195521 -1.019737 0.728 -0.588 -0.231
H 0.541649 -3.250944 0.319728 0.585 -1.059 0.497
O 1.245738 -3.706121 -0.223220 -1.712 1.675 -0.255
H -3.257291 -2.359338 -0.335002 -0.722 0.190 0.837
H -3.353863 -0.078292 0.952673 0.451 0.417 -0.847
O -3.875310 -1.902414 0.528551 0.603 -0.243 -1.078
H 3.267252 1.623434 0.449179 0.817 -0.243 -0.386
H 4.489550 2.169330 -0.316280 0.155 -0.376 -0.656
O 3.981713 2.286645 0.475272 -0.496 0.593 1.515
H -2.215167 -1.971436 -2.440754 1.369 0.148 -0.808
H -2.052058 -1.877653 -3.956316 -0.075 0.036 -0.608
O -1.617264 -1.513921 -3.188794 -1.665 -0.258 0.257
```
Forces are in eV/Å.

Calculated values
LUMO = 2.7 eV
HOMO energy = -6.27 eV
Kohn-Sham gap = 8.933 eV
energy relative to the best compared isomer or geometry (same formula, charge and spin) = 90.8 kcal/mol
total charge = -1

# 5
Below is 2 unconnected molecules or ions with the total composition C3H9N2O, with properties calculated with ωB97M-V/def2-TZVPD.

The geometry in XYZ format:
```
15
Properties=species:S:1:pos:R:3:forces:R:3
C -2.528614 -1.618123 0.563215 -0.811 0.203 -1.017
O -1.699345 -0.874940 1.381707 2.338 1.914 -1.822
H -3.076189 -2.401888 1.169740 0.475 0.823 -0.847
H -3.271417 -0.873716 0.062833 0.582 -1.553 0.497
H -1.909781 -2.107079 -0.261652 -0.967 0.162 0.730
C 1.870177 0.593015 -0.159937 0.513 0.086 2.152
C 0.743536 0.953443 -0.836004 -3.274 0.412 -0.469
N -0.427091 0.239829 -0.655690 1.981 0.547 -0.948
N 2.978514 1.489897 -0.158935 1.126 -0.279 0.991
H 1.894729 -0.263774 0.591229 -0.329 0.816 -1.463
H 0.708055 1.935460 -1.433135 0.418 -1.774 0.570
H -1.147384 0.337046 -1.384731 0.492 0.690 0.387
H -1.057601 -0.311633 0.569732 -1.568 -1.830 2.703
H 3.829891 0.902267 -0.218576 -0.471 0.636 0.078
H 3.092517 2.000196 0.770197 -0.505 -0.853 -1.544
```
Forces are in eV/Å.

Calculated values
LUMO (alpha / beta) = 0.7 / -1.8 eV
HOMO energy (alpha / beta) = -8.57 / -8.55 eV
Kohn-Sham gap (alpha / beta) = 9.298 / 6.756 eV
spin multiplicity = 2
energy relative to the best compared isomer or geometry (same formula, charge and spin) = 47.1 kcal/mol
total charge = 0

| no. | maximum force (eV/Å) | E_tot (Eh) |
| --- | --- | --- |
| 1 | 7.4 | -4763.28656 |
| 2 | 3.5 | -2822.22840 |
| 3 | 2.2 | -10567.30668 |
| 4 | 3.7 | -1397.87321 |
| 5 | 3.6 | -304.32469 |